# 1
Density functional theory data (ωB97M-V/def2-TZVPD) for a cluster of 10 separate species, C20H32B2N2O40S6 in total at a distorted geometry.

Each line ends with the Löwdin charge.
Cartesian coordinates (Å):
N (4.769, -2.406, -3.316)  0.29
H (4.290, -2.456, -4.215)  0.16
H (4.142, -2.807, -2.601)  0.05
H (4.931, -1.445, -2.981)  0.10
H (5.678, -2.859, -3.328)  0.15
N (-3.147, 3.892, -0.956)  0.28
H (-2.555, 3.470, -0.218)  0.06
H (-2.725, 4.770, -1.237)  0.14
H (-4.048, 4.055, -0.516)  0.14
H (-3.207, 3.163, -1.675)  0.05
O (-1.307, 2.454, 0.366)  0.13
C (-0.476, 1.596, 0.342)  -0.33
O (0.528, 1.478, -0.504)  0.26
B (1.296, 0.246, -0.209)  -0.91
O (0.935, -0.094, 1.181)  0.21
C (-0.107, 0.630, 1.523)  -0.38
O (-0.757, 0.476, 2.523)  0.13
O (2.756, 0.439, -0.241)  0.25
C (3.134, -0.276, -1.323)  -0.31
O (4.227, -0.265, -1.825)  0.14
C (2.014, -1.259, -1.703)  -0.35
O (0.954, -0.944, -0.971)  0.25
O (2.078, -2.050, -2.596)  0.16
O (1.179, 1.770, -8.624)  0.17
C (1.027, 1.795, -7.443)  -0.38
O (0.232, 2.535, -6.696)  0.25
B (0.208, 2.175, -5.308)  -0.87
O (1.333, 1.217, -5.238)  0.21
C (1.844, 0.934, -6.431)  -0.37
O (2.731, 0.143, -6.622)  0.13
O (-1.115, 1.772, -4.727)  0.26
C (-1.453, 2.655, -3.810)  -0.35
O (-2.454, 2.617, -3.136)  0.10
C (-0.315, 3.653, -3.661)  -0.41
O (0.562, 3.339, -4.522)  0.28
O (-0.300, 4.454, -2.740)  0.11
C (0.865, 6.323, 1.249)  -0.12
C (1.190, 4.774, 1.335)  -0.13
O (0.158, 4.232, 2.167)  -0.21
S (-1.126, 5.239, 2.418)  0.68
O (-1.336, 5.361, 3.836)  -0.23
O (-2.280, 4.769, 1.710)  -0.25
O (-0.453, 6.574, 1.764)  -0.19
H (0.823, 6.677, 0.221)  0.13
H (1.589, 6.880, 1.839)  0.13
H (2.190, 4.663, 1.748)  0.11
H (1.232, 4.357, 0.328)  0.13
C (-0.352, -3.145, 1.965)  -0.12
C (-0.750, -4.225, 2.981)  -0.15
O (-1.527, -5.194, 2.315)  -0.15
S (-1.291, -5.154, 0.692)  0.76
O (-2.537, -4.907, 0.001)  -0.18
O (-0.497, -6.296, 0.287)  -0.29
O (-0.400, -3.792, 0.700)  -0.27
H (0.684, -2.910, 2.209)  0.14
H (-0.931, -2.225, 1.932)  0.12
H (-1.388, -3.735, 3.719)  0.14
H (0.047, -4.709, 3.545)  0.14
C (3.308, 1.854, 4.643)  -0.15
C (3.095, 1.826, 3.156)  -0.17
O (3.832, 2.968, 2.696)  -0.21
S (5.228, 3.127, 3.570)  0.68
O (5.344, 4.521, 3.929)  -0.24
O (6.412, 2.523, 3.014)  -0.23
O (4.655, 2.283, 4.820)  -0.20
H (3.316, 0.841, 5.043)  0.14
H (2.707, 2.600, 5.162)  0.14
H (2.035, 1.908, 2.918)  0.12
H (3.428, 0.956, 2.588)  0.13
C (-4.349, -0.297, 4.529)  -0.14
C (-3.640, -0.031, 3.205)  -0.15
O (-4.357, -0.742, 2.177)  -0.24
S (-5.647, -1.605, 2.684)  0.67
O (-5.554, -2.995, 2.423)  -0.21
O (-6.809, -0.830, 2.282)  -0.24
O (-5.279, -1.356, 4.265)  -0.21
H (-4.863, 0.612, 4.842)  0.13
H (-3.688, -0.582, 5.343)  0.13
H (-2.619, -0.395, 3.075)  0.09
H (-3.512, 1.026, 2.971)  0.13
C (0.709, -5.237, -1.069)  -0.22
C (1.539, -5.388, 0.196)  -0.19
O (2.677, -6.091, -0.267)  -0.15
S (3.190, -5.377, -1.618)  0.72
O (3.875, -6.285, -2.501)  -0.21
O (3.730, -4.042, -1.384)  -0.27
O (1.648, -5.300, -2.115)  -0.16
H (0.314, -4.219, -1.010)  0.12
H (-0.132, -5.926, -1.095)  0.10
H (0.983, -5.935, 0.955)  0.12
H (1.817, -4.419, 0.614)  0.13
C (-2.559, -1.642, -2.288)  -0.15
C (-2.376, -1.789, -0.784)  -0.15
O (-3.032, -0.648, -0.216)  -0.22
S (-4.215, -0.046, -1.214)  0.72
O (-3.975, 1.337, -1.433)  -0.24
O (-5.527, -0.590, -1.000)  -0.20
O (-3.720, -0.891, -2.542)  -0.18
H (-2.799, -2.607, -2.733)  0.14
H (-1.712, -1.094, -2.704)  0.14
H (-1.379, -1.820, -0.347)  0.10
H (-2.887, -2.626, -0.304)  0.11

Computed properties:
total charge: 0
lowest unoccupied orbital energy: -0.9 eV
E_HOMO: -0.35167 Ha
strongest force on any atom: 7.84 eV Å⁻¹

=====

# 2
Density functional theory data (ωB97M-V/def2-TZVPD) for a structure of composition C20H32Cl2N3O3Ti at a distorted geometry.

Each line ends with the natural charge from an NBO analysis.
Cartesian coordinates (Å):
O (0.912, 0.013, -1.521)  -0.75
C (-0.260, 0.263, -1.939)  0.37
C (-0.319, 1.610, -2.646)  -0.10
C (0.297, 2.698, -2.038)  -0.23
H (0.630, 2.572, -1.007)  0.25
C (0.519, 3.848, -2.782)  -0.15
H (1.081, 4.641, -2.317)  0.20
C (0.046, 3.900, -4.080)  -0.25
H (0.227, 4.781, -4.668)  0.21
C (-0.633, 2.830, -4.635)  -0.21
H (-1.036, 2.881, -5.634)  0.21
C (-0.780, 1.644, -3.944)  -0.21
H (-1.206, 0.724, -4.384)  0.21
H (-0.683, -0.566, -2.555)  0.11
C (-2.708, -0.938, -1.386)  -0.65
C (-1.884, 0.082, -0.606)  -0.41
H (-3.439, -0.399, -2.019)  0.22
H (-3.286, -1.555, -0.681)  0.21
H (-2.121, -1.656, -1.991)  0.21
C (-2.385, 1.346, -0.301)  -0.11
C (-3.806, 1.649, -0.009)  -0.69
H (-1.780, 2.243, -0.550)  0.23
H (-4.275, 2.153, -0.866)  0.23
H (-3.862, 2.331, 0.843)  0.23
H (-4.391, 0.764, 0.266)  0.22
Ti (-1.448, -0.181, 1.257)  1.18
Cl (-0.230, 1.769, 1.367)  -0.43
Cl (-3.209, -0.434, 2.629)  -0.44
H (4.615, 1.594, -1.763)  0.18
H (4.561, 1.763, 1.029)  0.18
C (3.527, 1.541, -1.605)  -0.40
C (3.475, 1.639, 0.866)  -0.42
N (3.220, 0.900, -0.342)  -0.45
H (3.069, 0.973, -2.422)  0.23
C (2.727, -0.370, -0.251)  0.58
O (2.320, -0.873, 0.803)  -0.69
H (3.034, 1.072, 1.698)  0.25
H (2.733, -0.931, -1.198)  0.13
H (3.141, 2.572, -1.594)  0.20
H (3.020, 2.637, 0.795)  0.19
H (-0.425, -5.157, 1.674)  0.21
H (1.337, -5.540, -0.061)  0.21
C (-1.000, -4.609, 0.909)  -0.42
C (0.760, -4.921, -0.772)  -0.40
N (-0.077, -3.974, -0.037)  -0.38
H (-1.661, -3.872, 1.383)  0.25
C (0.156, -2.669, -0.085)  0.59
O (-0.531, -1.817, 0.599)  -0.68
H (1.446, -4.377, -1.431)  0.22
H (0.965, -2.335, -0.742)  0.21
H (-1.612, -5.351, 0.376)  0.21
H (0.139, -5.600, -1.380)  0.21
C (0.688, 0.328, 6.219)  -0.59
C (-0.405, -0.531, 5.562)  -0.53
C (-0.266, -0.476, 4.143)  0.45
N (-0.116, -0.505, 2.988)  -0.37
H (1.675, -0.100, 6.019)  0.22
H (0.569, 0.387, 7.303)  0.22
H (0.678, 1.353, 5.820)  0.23
H (-0.316, -1.586, 5.872)  0.25
H (-1.416, -0.174, 5.822)  0.27

Computed properties:
multiplicity: 2
total charge: 0
lowest unoccupied orbital energy (alpha / beta): 0.3 / 0.0 eV
<S²>: 0.760
E_HOMO (alpha / beta): -0.25411 / -0.25928 Ha
strongest force on any atom: 4.05 eV Å⁻¹

=====

# 3
Density functional theory data (ωB97M-V/def2-TZVPD) for a cluster of 6 separate species, C20H32Cl4O12 in total at a distorted geometry.

Each line ends with the natural charge from an NBO analysis.
Cartesian coordinates (Å):
C (11.118, -14.244, 8.532)  -0.65
C (11.464, -14.932, 7.237)  0.07
C (10.306, -15.515, 6.370)  -0.09
O (10.522, -14.940, 5.083)  -0.49
C (11.492, -13.987, 5.128)  0.98
O (11.800, -13.310, 4.203)  -0.59
O (12.028, -13.910, 6.360)  -0.50
H (10.926, -14.964, 9.340)  0.22
H (10.255, -13.584, 8.469)  0.23
H (12.015, -13.770, 8.917)  0.24
H (12.252, -15.671, 7.406)  0.19
H (9.369, -15.208, 6.828)  0.19
H (10.440, -16.587, 6.281)  0.20
C (15.654, -11.408, 5.608)  -0.64
C (16.327, -12.432, 6.501)  0.07
C (17.577, -11.955, 7.260)  -0.10
O (17.065, -11.529, 8.536)  -0.50
C (15.866, -12.124, 8.738)  0.97
O (15.277, -12.098, 9.763)  -0.59
O (15.420, -12.683, 7.604)  -0.49
H (16.234, -11.261, 4.698)  0.22
H (15.478, -10.468, 6.138)  0.21
H (14.655, -11.769, 5.355)  0.24
H (16.486, -13.353, 5.944)  0.20
H (18.102, -11.149, 6.762)  0.21
H (18.197, -12.823, 7.490)  0.19
C (14.812, -7.849, 9.115)  -0.63
C (13.982, -8.529, 10.187)  0.06
C (14.050, -7.903, 11.591)  -0.09
O (12.679, -7.586, 11.904)  -0.49
C (11.871, -8.037, 10.928)  0.98
O (10.699, -8.069, 10.996)  -0.58
O (12.587, -8.404, 9.843)  -0.51
H (14.712, -8.377, 8.165)  0.22
H (15.864, -7.818, 9.404)  0.22
H (14.481, -6.825, 8.928)  0.22
H (14.272, -9.576, 10.249)  0.21
H (14.575, -6.944, 11.565)  0.19
H (14.454, -8.558, 12.356)  0.20
C (7.432, -8.609, 9.838)  -0.63
C (7.145, -8.622, 11.315)  0.07
C (6.805, -7.203, 11.861)  -0.09
O (5.559, -7.399, 12.568)  -0.50
C (5.096, -8.653, 12.366)  0.97
O (4.119, -9.093, 12.861)  -0.58
O (5.917, -9.339, 11.525)  -0.50
H (8.365, -8.114, 9.573)  0.24
H (6.591, -8.170, 9.304)  0.21
H (7.538, -9.640, 9.499)  0.22
H (7.949, -9.035, 11.923)  0.19
H (6.579, -6.521, 11.042)  0.18
H (7.537, -6.815, 12.559)  0.20
Cl (10.851, -8.901, 5.371)  -0.06
C (11.766, -9.396, 6.807)  -0.39
C (11.210, -10.702, 7.355)  -0.39
Cl (9.596, -10.452, 8.043)  -0.06
H (11.743, -8.663, 7.605)  0.24
H (12.786, -9.620, 6.492)  0.21
H (11.905, -11.060, 8.118)  0.22
H (11.152, -11.459, 6.579)  0.22
Cl (14.313, -8.581, 3.591)  -0.09
C (13.267, -9.619, 2.562)  -0.37
C (13.630, -9.426, 1.113)  -0.39
Cl (12.659, -10.466, 0.050)  -0.05
H (12.238, -9.356, 2.791)  0.23
H (13.441, -10.630, 2.921)  0.23
H (14.666, -9.711, 0.947)  0.22
H (13.506, -8.385, 0.826)  0.22

Computed properties:
total charge: 0
lowest unoccupied orbital energy: 0.2 eV
E_HOMO: -0.38711 Ha
SMILES: C[C@H]1COC(=O)O1.C[C@H]1COC(=O)O1.C[C@H]1COC(=O)O1.C[C@H]1COC(=O)O1.ClCCCl.ClCCCl
strongest force on any atom: 1.63 eV Å⁻¹

=====

In kJ/mol, the ΔE to the lowest compared entry with this formula, charge and spin values for the records above are, in order, 46.4 209.6 0.0.